Entry 1:
78
Properties=species:S:1:pos:R:3 method="wB97M-V/def2-TZVPD" homo_lumo_gap_ev=3.7 charge=-2 e_lumo_ev=3.851 e_above_lowest_ev=2.993
Ba 0.7195 0.8323 0.5075
C 3.1421 0.0012 -4.8542
N 3.0270 0.8809 -3.7046
C 4.0147 1.7517 -3.3066
C 3.5545 2.3371 -2.1683
N 2.3133 1.8493 -1.8596
C 1.9927 0.9762 -2.8049
P 0.4800 -0.2112 -3.1846
C -0.6813 1.1938 -2.8793
N -0.8345 1.8635 -1.7545
C -1.7338 2.8616 -2.0080
C -2.1331 2.7991 -3.3089
N -1.4543 1.7365 -3.8616
C -1.5845 1.2493 -5.2146
C -0.9528 -1.4115 -2.7785
N -1.9624 -1.2525 -1.9450
C -2.7607 -2.3531 -2.0865
C -2.2175 -3.2130 -2.9971
N -1.0783 -2.5980 -3.4564
C -0.1637 -3.1475 -4.4391
H 4.1783 0.0242 -5.1909
H 2.8808 -1.0186 -4.5807
H 2.4921 0.3226 -5.6682
H 4.9372 1.8526 -3.8529
H 4.0457 3.0673 -1.5454
H -2.0524 3.5321 -1.2271
H -2.8329 3.3824 -3.8826
H -2.5254 1.6066 -5.6304
H -0.7605 1.5914 -5.8439
H -1.5926 0.1599 -5.2128
H -3.6594 -2.4776 -1.5036
H -2.5249 -4.1797 -3.3601
H -0.4132 -4.1972 -4.5901
H -0.2478 -2.6211 -5.3923
H 0.8591 -3.0742 -4.0759
O 2.3779 -2.6542 -2.4748
C 2.1134 -1.9096 -1.5462
O 1.1995 -0.9751 -1.5780
C 2.9184 -1.9873 -0.2565
C 3.8828 -2.9733 -0.1316
C 4.6934 -2.9542 0.9962
C 4.5526 -1.9401 1.9242
C 3.5664 -0.9749 1.7276
N 2.7685 -1.0411 0.6670
C 3.4657 0.2594 2.6679
O 4.3603 0.3228 3.5184
O 2.5272 1.0602 2.4284
H 3.9895 -3.7182 -0.9072
H 5.4517 -3.7168 1.1323
H 5.1868 -1.8531 2.7946
C -3.4417 2.6994 1.6558
Si -1.6496 2.5247 2.3895
C -1.4799 4.3311 3.0870
C -2.1406 1.5105 3.9927
C -2.8681 2.1881 4.9850
C -3.3061 1.5811 6.1529
C -3.0230 0.2385 6.3625
C -2.3122 -0.4533 5.3935
C -1.8559 0.1400 4.2061
Si -0.8773 -1.0171 2.9735
C -2.0756 -2.5404 2.8780
C 0.4313 -1.7884 4.1771
H -4.1436 3.0656 2.4179
H -3.8141 1.7395 1.2856
H -3.4595 3.4055 0.8161
H -2.3602 4.7064 3.6263
H -1.3153 4.9983 2.2326
H -0.6093 4.4281 3.7431
H -3.1089 3.2372 4.8424
H -3.8634 2.1524 6.8908
H -3.3505 -0.2641 7.2688
H -2.0988 -1.5042 5.5711
H -2.3910 -2.9113 3.8629
H -1.5565 -3.3563 2.3622
H -2.9752 -2.3094 2.2991
H -0.0234 -2.2363 5.0721
H 1.1657 -1.0469 4.5048
H 0.9776 -2.5799 3.6497


Entry 2:
75
Properties=species:S:1:pos:R:3 method="wB97M-V/def2-TZVPD" homo_lumo_gap_ev="6.0 / 6.5" charge=-1 multiplicity=5 e_lumo_ev="2.338 / 2.246" e_above_lowest_ev=5.676
Cr -0.4245 0.5300 -0.8617
O -1.9611 3.1099 2.0433
C -1.3696 2.1452 1.2937
O -1.6600 2.0539 0.0769
C -0.4774 1.2742 1.9476
C -0.2366 1.2453 3.3466
C 0.5004 0.2286 3.8635
C 1.0170 -0.7796 3.0083
C 0.8166 -0.6525 1.6502
N 0.1195 0.3501 1.1083
C 1.4716 -1.6519 0.7244
O 1.3316 -2.9413 1.0874
O 2.1464 -1.3411 -0.2056
H -2.5374 3.5855 1.4296
H -0.6611 2.0108 3.9800
H 0.6881 0.1801 4.9289
H 1.6088 -1.5901 3.4075
H 0.5981 -3.0080 1.7137
C -2.8687 -4.2134 0.0601
Si -2.7477 -2.3298 0.0374
C -4.2986 -1.6756 -0.8083
C -2.7502 -1.7170 1.8156
N -1.3175 -1.7576 -0.6832
C -0.9635 -1.9145 -2.0159
C -1.2625 -2.5876 -3.1496
C -0.8925 -1.9287 -4.4777
C 0.6953 -0.3959 -5.1080
C 1.5854 0.4031 -4.1619
C 0.8627 0.9297 -3.1436
N 1.0401 1.5837 -1.9342
Si 2.5504 2.2465 -1.4636
C 2.4374 2.6788 0.3623
C 2.8821 3.8249 -2.4384
C 4.0572 1.1493 -1.7101
H -3.7561 -4.5636 0.5949
H -1.9863 -4.6498 0.5359
H -2.9150 -4.6021 -0.9610
H -5.2150 -2.0495 -0.3424
H -4.3091 -1.9675 -1.8619
H -4.3162 -0.5831 -0.7679
H -3.6389 -2.0602 2.3544
H -2.7393 -0.6248 1.8454
H -1.8710 -2.0636 2.3677
H -1.9075 -3.4582 -3.2014
H -1.6728 -2.2761 -5.1528
H 0.7724 0.0311 -6.1086
H 2.6300 0.6017 -4.3870
H 1.5192 3.2352 0.5746
H 3.2874 3.2947 0.6719
H 2.4328 1.7803 0.9772
H 2.0989 4.5633 -2.2493
H 2.8734 3.6014 -3.5091
H 3.8484 4.2742 -2.1933
H 3.9204 0.1751 -1.2487
H 4.9271 1.6353 -1.2545
H 4.2804 0.9934 -2.7701
C -3.0651 -2.8592 -10.5405
C -2.5922 -2.5713 -9.1319
O -3.2564 -2.8112 -8.1585
S -1.0092 -1.7706 -9.0839
C -0.8242 -1.4414 -7.3447
C -1.7084 -0.3519 -6.8276
C -1.7174 0.1631 -5.5899
C -0.7766 -0.3608 -4.5495
C 0.4906 -1.9722 -5.2614
C 0.1221 -2.1608 -6.7088
C -0.5058 0.2400 -3.1833
C -0.2518 -0.6911 -2.2671
H -3.6128 -3.7998 -10.5395
H -2.2406 -2.8981 -11.2507
H -3.7453 -2.0620 -10.8435
H -2.4079 0.0407 -7.5544
H -2.4202 0.9553 -5.3539
H 1.2689 -2.6524 -4.9195
H 0.6482 -2.9132 -7.2876


Entry 3:
72
Properties=species:S:1:pos:R:3 method="wB97M-V/def2-TZVPD" homo_lumo_gap_ev="4.3 / 5.1" charge=-1 multiplicity=6 e_lumo_ev="1.845 / 1.848"
Mn -0.4923 0.0326 1.3389
S -1.5653 1.4663 2.7734
C -1.8830 0.4278 4.1499
C -2.1636 0.9824 5.4012
C -2.4047 0.1737 6.5003
C -2.4052 -1.2081 6.3587
C -2.1433 -1.7744 5.1215
C -1.8548 -0.9754 4.0138
S -1.4662 -1.7204 2.4754
H -2.1819 2.0611 5.4955
H -2.5920 0.6218 7.4701
H -2.6075 -1.8452 7.2127
H -2.1530 -2.8504 4.9939
C 3.1011 -2.8835 2.4180
N 3.8675 -1.6815 2.1789
C 5.1991 -1.6402 1.8231
C 5.5104 -0.3469 1.6094
N 4.3757 0.3954 1.8385
C 4.2365 1.8227 1.6416
C 3.3562 -0.4242 2.1877
Se 1.6995 0.0822 2.8297
H 3.2509 -3.5865 1.5981
H 2.0479 -2.6104 2.4828
H 3.4047 -3.3535 3.3542
H 5.8050 -2.5271 1.7686
H 6.4388 0.1003 1.3025
H 5.1512 2.2014 1.1900
H 4.0473 2.3231 2.5909
H 3.3924 2.0240 0.9807
C 2.8497 -0.2182 -3.1561
S 2.9419 -0.7430 -1.4263
C 2.2488 -2.4055 -1.5809
H 1.8754 -0.4930 -3.5563
H 3.6493 -0.6784 -3.7357
H 2.9522 0.8650 -3.1623
H 3.0043 -3.1203 -1.9098
H 1.4256 -2.3755 -2.2935
H 1.8664 -2.6827 -0.5991
C -3.2732 5.3180 -4.2240
C -2.5342 4.4945 -3.1989
C -2.4101 4.9184 -1.8838
C -1.6646 4.2072 -0.9465
C -1.6112 4.7149 0.4691
C -0.9930 3.0388 -1.3397
Te 0.4421 2.1608 -0.0088
C -1.1914 2.5483 -2.6375
C -0.6075 1.2395 -3.1040
C -1.9463 3.2866 -3.5452
H -3.6838 6.2193 -3.7691
H -4.0908 4.7465 -4.6692
H -2.5980 5.6161 -5.0293
H -2.9032 5.8360 -1.5750
H -2.3680 5.4874 0.6229
H -0.6292 5.1335 0.6979
H -1.7885 3.9048 1.1769
H -0.4028 0.5848 -2.2607
H 0.3310 1.4036 -3.6416
H -1.3034 0.7369 -3.7813
H -2.0688 2.9111 -4.5588
N -0.5840 -1.0468 -0.3621
C -0.9832 -2.0269 -0.8329
C -1.4789 -3.1646 -1.4836
C -0.6938 -4.3090 -1.7133
C -1.2123 -5.3809 -2.4073
C -2.5169 -5.3585 -2.8896
C -3.3027 -4.2325 -2.6580
C -2.8038 -3.1525 -1.9654
H 0.3190 -4.3404 -1.3352
H -0.5887 -6.2496 -2.5779
H -2.9134 -6.2049 -3.4333
H -4.3179 -4.1981 -3.0327
H -3.4136 -2.2778 -1.7820


Entry 4:
81
Properties=species:S:1:pos:R:3 method="wB97M-V/def2-TZVPD" homo_lumo_gap_ev="6.0 / 5.5" multiplicity=2 e_lumo_ev="-1.214 / -1.542"
Tc -0.6335 0.3890 0.3180
C 1.4102 -3.2080 -1.5548
C 2.1420 -2.0952 -0.7970
C 1.7020 -0.6917 -1.2694
N 1.4192 0.2595 -0.1990
C 2.4560 0.8915 0.3490
C 3.7864 0.5251 0.1173
C 4.9905 1.0875 0.5481
C 5.2355 2.2919 1.1609
C 4.2641 3.2375 1.5190
C 2.9068 3.0972 1.5521
C 2.0707 1.9693 1.2674
N 0.8791 1.8563 1.7436
C 0.3065 2.7944 2.6709
C -1.1629 2.4731 2.8773
C -1.3716 1.0233 3.2675
N -0.8482 0.0407 2.3261
C -0.6778 -1.2102 2.7582
C -0.3608 -1.5396 4.0867
C -0.2857 -2.7691 4.7207
C -0.7200 -4.0079 4.2881
C -1.2802 -4.2849 3.0442
C -1.3026 -3.5013 1.9149
C -0.8215 -2.1889 1.6888
N -0.6640 -1.6674 0.4888
C -0.9025 -2.5218 -0.6731
C 0.1260 -3.6507 -0.8579
H 2.0628 -4.0788 -1.6511
H 1.1835 -2.8710 -2.5725
H 3.2162 -2.2246 -0.9384
H 1.9401 -2.1792 0.2729
H 0.7879 -0.8008 -1.8420
H 2.4451 -0.2706 -1.9561
H 3.9245 -0.3905 -0.4359
H 5.8711 0.5011 0.3073
H 6.2695 2.5550 1.3452
H 4.6438 4.1995 1.8467
H 2.3510 3.9646 1.8874
H 0.3942 3.8303 2.3205
H 0.8353 2.7197 3.6311
H -1.7125 2.7044 1.9690
H -1.5663 3.1014 3.6731
H -2.4492 0.8403 3.3589
H -0.9328 0.8803 4.2547
H -0.0649 -0.7058 4.7076
H 0.1092 -2.7379 5.7301
H -0.6684 -4.8256 4.9957
H -1.7180 -5.2706 2.9328
H -1.7746 -3.9538 1.0535
H -0.9082 -1.8937 -1.5560
H -1.9138 -2.9323 -0.6005
H -0.3389 -4.4473 -1.4445
H 0.3871 -4.0671 0.1171
N -3.4067 2.4898 -0.2770
C -3.6349 1.1827 0.0437
N -4.8249 0.6267 0.1258
N -4.5874 -0.6368 0.5186
N -3.3358 -0.8429 0.6810
N -2.6720 0.3034 0.3769
C -2.1593 3.0135 -0.4480
N -1.9331 4.2379 -0.8977
N -0.6073 4.3619 -0.8968
N -0.0508 3.2837 -0.4689
N -1.0074 2.3821 -0.1675
H -4.1917 3.0486 -0.5661
C -2.4270 -1.3931 -4.9359
N -1.5625 -0.3186 -4.5006
C -0.7303 0.3226 -5.3714
C 0.1821 1.2861 -4.8596
C 0.2526 1.4811 -3.4550
N -0.6014 0.8512 -2.6231
C -1.5653 0.0281 -3.1144
O -2.4289 -0.4624 -2.4119
N 1.2393 2.2379 -2.9460
H -2.6608 -1.2717 -5.9913
H -3.3332 -1.3783 -4.3378
H -1.9341 -2.3575 -4.7846
H -0.8078 0.0658 -6.4153
H 0.8419 1.8381 -5.5121
H 1.7425 2.8516 -3.5629
H 1.1669 2.5218 -1.9652


Entry 5:
73
Properties=species:S:1:pos:R:3 method="wB97M-V/def2-TZVPD" homo_lumo_gap_ev=7.8 e_lumo_ev=-0.190 e_above_lowest_ev=0.397
C 3.4914 -1.9495 3.4424
O 2.7010 -0.8037 3.6334
C 1.8238 -0.4501 2.6548
C 1.6374 -1.1510 1.4724
C 0.6959 -0.7179 0.5542
C 0.4065 -1.5137 -0.6995
C 0.3331 -0.6315 -1.9211
C 1.4408 -0.0606 -2.4575
O 2.6360 -0.3694 -1.9032
C 1.4446 0.8397 -3.6111
C 2.4190 0.6813 -4.5994
C 2.4663 1.5028 -5.7120
C 1.5188 2.5074 -5.8126
C 0.5507 2.6894 -4.8202
C 0.5040 1.8702 -3.7217
C -0.3153 3.8431 -5.2256
C 0.3477 4.3070 -6.5427
C 0.9173 5.7180 -6.4539
O 1.4187 3.3878 -6.8246
C -1.0282 -0.6367 -2.4283
O -1.5069 -0.0270 -3.3610
C -1.7962 -1.6149 -1.5367
O -2.9691 -1.9108 -1.6113
N -0.9139 -2.1075 -0.6400
C -1.2841 -3.0222 0.4096
C -2.0975 -2.3369 1.5220
N -2.0483 -3.1177 2.7445
C -3.2338 -2.9670 3.5711
C -3.1264 -3.9190 4.7628
O -1.9771 -3.6543 5.5325
C -0.8192 -3.7619 4.7400
C -0.8721 -2.8147 3.5421
C -0.0401 0.4274 0.8072
C 0.1424 1.1571 1.9766
O -0.5482 2.3106 2.2465
C -1.5280 2.7395 1.3327
C 1.0695 0.7082 2.9291
O 1.3672 1.3013 4.1201
C 0.4153 2.1157 4.7672
H 4.1142 -2.0257 4.3322
H 4.1331 -1.8564 2.5599
H 2.8794 -2.8541 3.3540
H 2.2145 -2.0357 1.2587
H 1.1676 -2.2968 -0.8161
H 3.3432 0.1085 -2.3580
H 3.1304 -0.1305 -4.5245
H 3.2066 1.3639 -6.4825
H -0.2343 2.0188 -2.9526
H -0.3122 4.6380 -4.4781
H -1.3461 3.5208 -5.3763
H -0.3461 4.2446 -7.3890
H 0.1131 6.4338 -6.3071
H 1.4460 5.9623 -7.3714
H 1.6152 5.7868 -5.6221
H -0.3716 -3.4515 0.8249
H -1.8855 -3.8235 -0.0271
H -3.1328 -2.2539 1.1877
H -1.7081 -1.3185 1.6807
H -4.1142 -3.2237 2.9795
H -3.3414 -1.9329 3.9443
H -3.9788 -3.7978 5.4333
H -3.0951 -4.9539 4.3904
H 0.0218 -3.5141 5.3901
H -0.7128 -4.7953 4.3754
H 0.0232 -2.9463 2.9330
H -0.8898 -1.7702 3.9036
H -0.7636 0.7457 0.0738
H -2.3176 1.9930 1.2011
H -1.0924 2.9843 0.3587
H -1.9556 3.6404 1.7705
H -0.5655 1.6351 4.8083
H 0.7954 2.2461 5.7804
H 0.3170 3.0907 4.2854


Entry 6:
76
Properties=species:S:1:pos:R:3 method="wB97M-V/def2-TZVPD" homo_lumo_gap_ev=7.1 e_lumo_ev=-1.309
C 4.0061 -4.9511 1.6797
O 3.6513 -4.8257 0.2512
C 4.2318 -3.6158 -0.3533
C 3.0547 -2.6860 -1.0501
C 3.7223 -1.1964 -1.3128
C 2.5438 -0.0551 -1.6349
C 3.0185 0.7252 -2.9971
C 2.2604 2.1518 -3.2809
C 2.0102 3.0816 -1.9535
C 0.3898 3.1606 -1.6659
C -0.0071 4.1526 -0.3904
C -0.0014 3.1526 0.9455
C 1.2904 3.0997 1.9568
C 1.3875 2.0999 3.2886
C 2.7495 2.0725 4.2377
Cl 2.7062 2.2414 6.1086
C 4.1381 1.9103 3.6459
C 4.4270 1.7896 2.0259
Cl 5.6728 1.8771 4.7456
C 0.0978 1.0930 3.6297
I 0.0358 -0.2798 5.3418
C -1.2011 1.1341 2.6266
C -1.2668 2.1516 1.3005
N -2.4714 2.2130 0.3703
C -2.9348 0.8403 -0.0649
C -3.1462 -0.4113 1.0052
C -3.6868 -1.9083 0.6179
C -3.9003 -3.1737 1.6370
Br -2.2466 -3.5892 2.7581
C -5.2578 -3.1135 2.5534
C -6.3644 -4.1471 1.8427
Br -6.1530 -1.3291 2.6431
C -4.0097 -2.1688 -1.0025
C -3.8414 -0.9819 -2.1219
I -4.3602 -1.4938 -4.2173
C -3.3071 0.5146 -1.6445
S -3.1963 1.8073 -3.0412
C -4.9674 2.1052 -3.6903
O -2.7112 3.1984 -2.5345
O -2.2627 1.3258 -4.1822
S -2.7434 0.0225 2.8221
H 5.0417 -5.5213 1.8451
H 3.1747 -5.6142 2.1832
H 4.0815 -3.9206 2.2365
H 4.9526 -3.9774 -1.2306
H 4.8938 -3.0260 0.4193
H 2.1024 -2.6346 -0.3581
H 2.8280 -3.1305 -2.1269
H 4.4907 -1.3074 -2.2024
H 4.2663 -0.8374 -0.3289
H 2.4752 0.6361 -0.6838
H 1.4813 -0.5706 -1.8020
H 2.7453 0.0039 -3.9054
H 4.2049 0.8276 -3.0343
H 2.8940 2.7303 -4.1050
H 1.2105 1.8946 -3.7630
H 2.6438 2.7881 -1.0136
H 2.3416 4.1886 -2.2400
H -0.1227 3.5115 -2.6643
H -0.0141 2.0886 -1.3879
H -1.1251 4.5395 -0.5324
H 0.7778 5.0181 -0.3172
H 2.2069 3.7969 1.7022
H 4.1286 2.7907 1.4831
H 5.5997 1.6617 1.8559
H 3.9149 0.8706 1.5093
H -3.2369 2.6301 0.9809
H -4.0176 -4.1374 0.9414
H -5.0683 -3.5497 3.6471
H -7.4495 -4.0107 2.2663
H -6.3848 -3.8140 0.6967
H -5.9660 -5.2473 1.8548
H -4.3674 -3.2664 -1.2944
H -5.7900 1.7811 -2.8974
H -5.1400 1.5662 -4.7414
H -5.1305 3.2468 -3.8884